Record 1
{"formula": "C36H39N8O15", "method": "ωB97M-V/def2-TZVPD", "species": ["O", "O", "O", "O", "O", "O", "O", "O", "O", "O", "O", "O", "O", "O", "O", "N", "N", "N", "N", "N", "N", "N", "N", "C", "C", "C", "C", "C", "C", "C", "C", "C", "C", "C", "C", "C", "C", "C", "C", "C", "C", "C", "C", "C", "C", "C", "C", "C", "C", "C", "C", "C", "C", "C", "C", "C", "C", "C", "C", "H", "H", "H", "H", "H", "H", "H", "H", "H", "H", "H", "H", "H", "H", "H", "H", "H", "H", "H", "H", "H", "H", "H", "H", "H", "H", "H", "H", "H", "H", "H", "H", "H", "H", "H", "H", "H", "H", "H"], "xyz": [[-6.26043, 2.06756, 7.72579], [0.06557, -0.39344, -0.96521], [-0.40543, -0.62244, 1.16179], [-0.85243, 1.19756, 0.25579], [7.50557, -3.04544, 3.97679], [-7.62043, 1.84256, 5.93879], [1.64957, -2.21844, -5.03321], [-2.10443, -4.68844, -2.37621], [-4.86343, 5.39856, 5.96279], [6.73757, -0.57944, -4.90821], [-2.65043, 4.83256, 5.68279], [8.03557, 1.12356, -4.33821], [-4.17943, 1.34056, -4.35921], [6.21557, -4.59444, 3.07779], [-1.72943, -6.75344, -1.84621], [-3.79143, 4.98556, 5.26179], [6.53257, -3.34444, 3.27379], [1.38957, 0.00856, -5.09621], [-1.41643, -5.50944, -1.86721], [-6.50243, 1.83056, 6.48579], [-0.24543, 0.14056, 0.15279], [6.87257, 0.44256, -4.29521], [-3.74543, -0.31744, -2.78821], [0.97057, 1.17156, -4.30121], [3.24457, -1.43044, 1.74479], [-5.37143, 1.26756, 5.58579], [5.60957, -2.38144, 2.92379], [4.42257, 0.40756, -3.13621], [3.60857, -0.13044, 2.06179], [-4.09843, -1.37044, -3.77321], [4.91357, 0.23856, 2.79279], [4.19457, -2.60844, 2.31179], [2.89457, -4.56244, -0.96321], [-4.25843, 0.49556, 3.31879], [3.54057, 1.05856, -2.13021], [-4.13843, 4.65756, 3.82479], [-0.01643, -5.22444, -1.43021], [-3.94043, 0.98556, -3.09121], [2.35957, -5.97644, -0.49321], [3.94757, 2.14956, -1.46021], [2.00357, -3.62444, -1.57421], [-5.78443, 4.70156, 1.76679], [-3.13343, 0.03556, 3.98779], [2.07657, 0.25356, -6.25821], [-4.83243, 4.04356, 1.03279], [5.85357, -0.78644, 3.33079], [5.73057, 1.12256, -3.54221], [-5.35443, 1.24856, 4.09679], [-3.03943, 3.96256, 2.90879], [-2.92843, 0.16656, 5.57079], [-3.40243, -0.67344, -1.41421], [5.99057, 2.53256, -2.90721], [-4.05343, 0.86456, 6.30179], [0.88557, -6.32544, -0.87621], [1.09957, -1.20944, -4.48921], [0.49857, -3.90944, -1.79921], [5.19357, 2.98756, -1.68521], [-3.35943, 3.61256, 1.44879], [-5.51943, 5.00956, 3.25379], [0.24757, 1.86956, -5.00121], [-2.05143, 3.73256, 3.11179], [6.74557, -0.63644, 3.81179], [-3.77143, 1.19456, 7.46279], [2.73757, 0.62756, 1.83679], [-3.65043, -2.36244, -3.52621], [3.79157, -3.60444, 2.26579], [-2.53343, 3.28956, 1.03279], [1.50957, 0.88656, -6.84821], [4.26957, -0.60344, -3.46121], [3.24957, 2.52656, -0.61621], [-3.95243, -1.49444, -1.01121], [-1.96843, -0.07444, 6.06879], [-4.87643, 3.80256, -0.08721], [0.41157, -7.16544, -0.69421], [0.08457, -3.12044, -2.05921], [3.88057, -4.36644, -0.70721], [-6.48143, 5.40156, 3.83479], [6.96257, 3.14056, -2.93421], [-6.78543, 5.01656, 1.31379], [-4.19243, 0.50056, 2.35779], [-3.66343, -1.11144, -4.82521], [-2.27243, -0.70644, -1.29421], [2.46557, -2.68744, -1.68521], [-2.30043, -0.65944, 3.39979], [2.72857, 0.60356, -1.77421], [2.32957, -1.66144, 1.22379], [2.96857, -6.74544, -0.10621], [-3.74643, 0.03456, -0.52321], [-6.16343, 1.52656, 3.50479], [-5.06443, -1.58344, -3.75921], [3.07257, 0.59456, -6.05321], [0.18157, -1.25344, -3.66521], [5.50657, 3.80056, -0.96221], [0.21057, 0.87456, -3.47121], [-3.51943, 1.78956, -2.30721], [1.83657, 1.95056, -4.13621], [5.05757, 1.46456, 3.07179], [2.30057, -0.69544, -6.80921]], "mulliken_charge": [-0.54, -0.21, -0.64, -0.52, -0.56, -0.53, -0.70, -0.56, -0.55, -0.52, -0.54, -0.56, -0.68, -0.56, -0.61, 0.91, 0.83, 0.25, 0.94, 0.88, 0.59, 0.86, 0.31, -0.85, -0.29, -0.15, -0.05, -0.09, -0.07, -0.90, -0.37, -0.53, -0.81, -0.79, -1.03, 0.10, 0.00, 0.13, -0.64, -0.28, -0.23, -0.38, 0.02, -0.99, -0.38, -0.50, -0.03, -0.23, -0.44, -0.59, -0.83, -0.48, -0.12, -0.64, 0.60, -0.69, -0.42, -0.72, -0.19, 0.34, 0.54, 0.51, 0.22, 0.33, 0.23, 0.49, 0.75, 0.36, 0.60, 0.28, 0.38, 0.38, 0.28, 0.62, 0.89, 0.61, 0.30, 0.28, 0.31, 0.77, 0.26, 0.10, 0.58, 0.14, 1.02, 0.56, 0.46, 0.20, 0.55, 0.48, 0.29, -0.03, 0.35, 0.12, 0.27, 0.27, 0.20, 0.32], "charge": -1, "multiplicity": 1, "largest_force_ev_per_a": 12.89, "e_homo_ha": -0.2422, "e_above_lowest_kj_mol": 519.2, "energy_ev": -80560.2474, "gap_ha": 0.2409}

***

Record 2
{"formula": "C8H9N", "method": "ωB97M-V/def2-TZVPD", "species": ["N", "C", "C", "C", "C", "C", "C", "C", "C", "H", "H", "H", "H", "H", "H", "H", "H", "H"], "xyz": [[-1.48506, -2.82755, -0.17299], [-0.57765, 0.57491, 2.24066], [2.21775, -0.19526, -0.40308], [-0.55711, 1.29706, -1.71867], [-0.92286, 0.27071, 1.04052], [1.26449, -0.80512, 0.27281], [-0.24378, -0.58846, -0.01443], [-0.68289, 0.01954, -1.38799], [-0.85392, -1.90748, 0.06800], [-0.07242, 1.94611, -1.04826], [1.44102, -1.35256, 1.17998], [-1.77437, 0.73316, 0.63925], [-1.29396, 1.38912, 2.55712], [-1.10244, -0.77330, -2.01542], [0.22841, 0.31344, 2.90267], [-0.78902, 1.77049, -2.69908], [3.23752, -0.33309, -0.12570], [1.96630, 0.46828, -1.31538]], "mulliken_charge": [-0.52, -0.86, -0.74, -0.84, -0.67, -0.49, 1.97, -0.49, -0.20, 0.37, 0.41, 0.39, 0.22, 0.32, 0.33, 0.27, 0.32, 0.22], "charge": 0, "multiplicity": 1, "largest_force_ev_per_a": 3.66, "smiles": "C=CC(C#N)(C=C)C=C", "e_homo_ha": -0.3793, "e_above_lowest_kj_mol": 293.1, "energy_ev": -9928.5552, "gap_ha": 0.4101}

***

Record 3
{"formula": "C4H10O", "method": "ωB97M-V/def2-TZVPD", "species": ["O", "C", "C", "C", "C", "H", "H", "H", "H", "H", "H", "H", "H", "H", "H"], "xyz": [[0.07888, -1.70477, 1.75324], [-0.65579, 0.87211, -1.98479], [0.88025, -0.92329, 1.30064], [1.55032, 0.06528, 2.23722], [-1.54376, -0.18767, -1.24880], [1.80684, -0.33529, 3.21244], [-2.37660, -0.52710, -1.85274], [-0.91918, -1.05613, -1.03142], [2.48628, 0.39090, 1.78024], [1.11314, -1.02057, 0.22884], [0.19849, 1.17038, -1.39047], [-1.78785, 0.25225, -0.28228], [-1.27662, 1.73953, -2.19559], [-0.39621, 0.38563, -2.92196], [0.84181, 0.87873, 2.39543]], "mulliken_charge": [-0.47, -0.84, 0.10, -0.88, -0.79, 0.32, 0.34, 0.20, 0.29, 0.40, 0.29, 0.25, 0.29, 0.26, 0.22], "charge": 0, "multiplicity": 1, "largest_force_ev_per_a": 1.97, "smiles": "CC=O.CC", "e_homo_ha": -0.3634, "e_above_lowest_kj_mol": 93.6, "energy_ev": -6356.8331, "gap_ha": 0.4005}

***

Record 4
{"formula": "C4H5HgO5", "method": "ωB97M-V/def2-TZVPD", "species": ["Hg", "O", "O", "O", "O", "O", "C", "C", "C", "C", "H", "H", "H", "H", "H"], "xyz": [[0.77450, 1.53738, -1.77472], [0.84784, -0.46151, -1.17542], [2.36035, -0.96832, 0.59707], [-1.33844, -0.57254, -0.46711], [2.46852, 0.95142, -0.61212], [-0.23649, 2.00180, -0.02351], [2.08049, -0.17766, -0.26422], [-0.20290, -1.31388, -0.81196], [-1.36329, 0.02178, 0.79322], [-0.82545, 1.41919, 0.86639], [-0.98726, 1.92313, 1.83872], [-0.81352, -0.56597, 1.55493], [-2.40701, 0.06805, 1.14433], [0.13124, -1.95230, 0.02113], [-0.48859, -1.91055, -1.68674]], "mulliken_charge": [0.64, -0.53, -0.53, -0.40, -0.65, -0.50, 0.79, -0.26, -0.46, 0.13, 0.39, 0.32, 0.40, 0.43, 0.21], "charge": 0, "multiplicity": 2, "largest_force_ev_per_a": 6.42, "s2": 0.75, "e_homo_ha": [-0.2765, -0.3740], "e_above_lowest_kj_mol": 11.4, "energy_ev": -18638.1074, "gap_ha": [0.2686, 0.3403]}